[1]
{"formula": "C7H8N2OS", "method": "ωB97M-V with the def2-TZVPD basis set", "homo_ev": -8.808, "e_tot_ha": -854.3619, "e_above_lowest_kj_mol": 303.8, "e_lumo_ha": 0.02437, "largest_force_ev_per_a": 4.61, "species": ["N", "H", "C", "O", "H", "H", "H", "C", "C", "C", "H", "C", "H", "C", "C", "N", "H", "S", "H"], "xyz": [[0.634, 0.620, 0.798], [-3.291, -1.134, 2.722], [-3.031, -0.928, 0.751], [0.639, 1.279, -0.662], [-3.861, -1.296, 0.331], [1.144, -1.466, 0.507], [2.699, 1.865, -2.704], [-2.624, -0.810, 2.026], [1.591, 0.642, -1.368], [1.598, -0.535, 0.490], [2.407, -0.460, 1.184], [1.807, 1.065, -2.805], [0.835, 1.513, -3.025], [-0.713, 0.113, 1.013], [-1.366, -0.169, 2.171], [2.212, -0.294, -0.805], [-0.892, 0.074, 3.133], [-1.828, -0.294, -0.350], [2.040, 0.213, -3.407]], "mulliken_charge": [-0.16, 0.45, -0.50, -0.36, 0.53, 0.33, 0.23, -0.48, 0.68, -0.33, 0.31, -0.86, 0.27, 0.40, -0.58, -0.54, 0.37, -0.08, 0.31]}

[2]
{"formula": "C4H12O", "method": "ωB97M-V with the def2-TZVPD basis set", "homo_ev": [-15.720, -15.559], "e_tot_ha": -234.3760, "spin_multiplicity": 2, "e_above_lowest_kj_mol": 169.6, "e_lumo_ha": [-0.11865, -0.40347], "largest_force_ev_per_a": 6.93, "total_charge": 1, "species": ["O", "C", "H", "C", "H", "H", "H", "C", "H", "H", "H", "H", "H", "H", "H", "C", "H"], "xyz": [[-1.993, -0.944, -2.370], [0.220, 1.792, -0.592], [-1.115, -1.372, -2.222], [0.367, 0.945, 0.663], [1.236, 1.105, 1.286], [1.444, -1.329, 2.072], [0.554, -2.358, 1.083], [0.358, -0.508, 0.277], [-1.964, -0.295, -1.793], [-0.344, -1.367, 2.277], [-0.657, -0.629, -0.299], [0.800, 1.352, -1.374], [-0.253, 1.200, 1.370], [1.076, -0.795, -0.428], [0.601, 2.766, -0.588], [0.530, -1.412, 1.492], [-0.861, 1.848, -0.855]], "mulliken_charge": [-0.55, -1.15, 0.37, -0.49, 0.45, 0.40, 0.40, 0.27, 0.32, 0.35, -0.21, 0.39, 0.50, 0.53, 0.40, -1.28, 0.31]}

[3]
{"formula": "C4H13N2O", "method": "ωB97M-V with the def2-TZVPD basis set", "homo_ev": -12.392, "e_tot_ha": -344.6556, "e_above_lowest_kj_mol": 292.0, "e_lumo_ha": -0.13178, "largest_force_ev_per_a": 3.83, "total_charge": 1, "species": ["H", "H", "H", "H", "H", "N", "H", "H", "O", "H", "C", "H", "H", "H", "H", "H", "C", "C", "N", "C"], "xyz": [[-0.938, 3.487, 0.828], [-0.343, 0.989, 0.201], [-1.658, 0.345, -1.199], [-0.427, 0.072, 1.690], [1.796, 0.831, 1.171], [-0.703, -2.416, 0.453], [1.519, -0.295, -1.523], [3.042, -0.215, -0.649], [-0.304, 3.133, 0.222], [-2.434, -1.355, -1.615], [-0.986, -1.134, -0.027], [-0.859, -3.058, -0.276], [-1.064, -2.571, 1.408], [-0.576, 3.317, -0.657], [1.857, -1.026, 0.983], [1.937, 1.210, -1.109], [-0.043, -0.036, 0.611], [-1.874, -0.709, -0.981], [2.027, 0.215, -0.810], [1.455, -0.020, 0.642]], "mulliken_charge": [0.30, 0.08, 0.23, 0.35, 0.38, -0.44, 0.33, 0.41, -0.63, 0.34, 0.42, 0.23, 0.26, 0.31, 0.39, 0.36, -0.42, -0.89, -0.36, -0.65]}

[4]
{"formula": "C3H2Br2N2O4", "method": "ωB97M-V with the def2-TZVPD basis set", "homo_ev": -10.820, "e_tot_ha": -5673.8412, "e_above_lowest_kj_mol": 0.0, "e_lumo_ha": -0.03523, "largest_force_ev_per_a": 1.37, "species": ["O", "Br", "H", "C", "C", "Br", "C", "O", "H", "N", "N", "O", "O"], "xyz": [[3.311, 1.865, 0.465], [-2.669, 1.379, 0.637], [1.784, -0.452, -0.626], [-1.130, -0.431, -1.173], [-1.984, -0.364, 0.128], [-3.350, -1.749, 0.264], [-0.660, -0.741, 0.722], [2.616, 0.080, -0.516], [-0.321, -0.902, 1.727], [2.392, 1.148, 0.304], [0.006, -0.824, -0.378], [-1.287, -0.236, -2.320], [1.291, 1.226, 0.765]], "mulliken_charge": [-0.57, -0.04, 0.57, 0.12, 0.64, -0.06, -0.35, -0.45, 0.38, 1.08, -0.35, -0.45, -0.53]}

[5]
{"formula": "C23H18N6OS5Tc", "method": "ωB97M-V with the def2-TZVPD basis set", "homo_ev": [-12.421, -13.565], "e_tot_ha": -3362.3756, "spin_multiplicity": 4, "e_above_lowest_kj_mol": 0.0, "e_lumo_ha": [-0.24350, -0.26598], "largest_force_ev_per_a": 0.20, "total_charge": 2, "species": ["H", "H", "S", "C", "C", "S", "H", "S", "H", "C", "H", "H", "C", "N", "C", "C", "C", "C", "C", "C", "H", "C", "C", "C", "H", "N", "N", "C", "C", "C", "H", "C", "H", "C", "C", "O", "H", "H", "H", "N", "H", "S", "S", "H", "C", "H", "C", "N", "H", "C", "C", "H", "Tc", "N"], "xyz": [[-0.387, -2.332, -5.448], [0.398, 0.073, -5.641], [-2.164, 5.501, -1.030], [3.287, -0.831, 2.168], [0.935, -0.332, 2.845], [0.436, 2.600, 0.948], [-1.032, 0.488, 4.213], [-2.188, 2.570, -1.251], [-3.331, 0.807, 4.572], [-2.456, 0.603, 2.718], [-1.354, -2.322, 1.565], [0.601, 2.379, -2.027], [-1.043, 6.488, -0.072], [-3.438, 0.858, 3.571], [-1.514, 3.942, -0.576], [3.893, -0.615, -0.125], [4.254, -0.909, 1.176], [-0.334, -0.728, -2.437], [1.997, -0.461, 1.831], [2.583, -0.250, -0.392], [-4.340, 1.126, 3.209], [1.217, -0.644, 4.277], [-0.444, 3.958, 0.324], [-1.060, -3.051, -2.181], [3.544, -1.048, 3.194], [1.648, -0.170, 0.554], [-0.197, 0.077, 2.383], [-0.766, -1.810, -1.610], [-1.270, -2.549, 0.509], [0.383, 1.461, -2.557], [5.268, -1.190, 1.421], [0.274, 0.175, -4.570], [-1.923, -4.582, 0.721], [-1.593, -3.821, 0.028], [-0.186, -0.918, -3.813], [-1.042, 7.672, -0.027], [0.932, 2.215, -4.486], [1.801, 0.157, 4.736], [-1.151, -4.185, -4.031], [-0.068, 0.452, -1.825], [0.318, -0.804, 4.868], [-2.713, 0.651, 1.045], [0.113, 5.483, 0.881], [2.277, -0.004, -1.398], [-0.917, -3.220, -3.600], [-1.735, -5.049, -1.719], [-1.489, -4.074, -1.317], [-1.243, 0.307, 3.242], [1.800, -1.561, 4.345], [0.569, 1.358, -3.937], [-0.498, -2.201, -4.380], [4.608, -0.660, -0.934], [-0.388, 0.485, 0.319], [-0.868, -1.567, -0.280]], "mulliken_charge": [0.46, 0.48, -0.07, -0.95, 0.83, -0.38, 0.28, -0.23, 0.20, 0.71, 0.38, 0.65, 0.57, -0.41, 0.17, -0.91, -0.67, 0.10, 0.66, -0.13, 0.25, -1.93, 0.26, 0.61, 0.44, 0.56, 1.07, 0.41, -0.09, -0.44, 0.46, -0.78, 0.46, -1.15, 0.92, -0.45, 0.48, 0.36, 0.45, 0.40, 0.56, -0.35, -0.05, 0.36, -0.95, 0.48, -0.58, -0.99, 0.49, -1.09, -0.94, 0.49, -0.01, 0.56]}

[6]
{"formula": "C7H10", "method": "ωB97M-V with the def2-TZVPD basis set", "homo_ev": -8.788, "e_tot_ha": -272.6487, "e_above_lowest_kj_mol": 181.9, "e_lumo_ha": 0.03883, "largest_force_ev_per_a": 0.28, "species": ["H", "C", "C", "H", "C", "H", "H", "H", "H", "H", "H", "C", "H", "H", "C", "C", "C"], "xyz": [[-0.134, -1.672, -1.237], [-0.346, -0.604, -1.097], [2.010, -0.058, -0.005], [2.395, -1.081, 0.055], [-1.441, 1.170, 0.058], [-0.347, -0.076, -2.057], [2.335, 0.357, -0.968], [-2.279, 1.852, 0.141], [-0.331, -1.855, 1.070], [0.409, 2.316, 0.378], [2.485, 0.540, 0.781], [0.498, 0.005, 0.053], [-0.658, -0.347, 2.002], [-2.482, -0.826, -0.223], [-0.132, 1.400, 0.166], [-0.489, -0.771, 1.007], [-1.506, -0.350, -0.103]], "mulliken_charge": [0.30, -0.58, -1.65, 0.36, -0.56, 0.30, 0.33, 0.42, 0.30, 0.40, 0.37, 0.79, 0.29, 0.48, -0.60, -0.59, -0.36]}